w | Density functional theory data (the ωB97M-V functional and the def2-TZVPD basis) for a structure of composition C5H10NO2.

The charge is -1. The value obtained for the HOMO energy is -3.1 eV. The value obtained for the HOMO-LUMO gap is 6.06 eV. For the LUMO energy, the calculation gives 2.94 eV.

Element x y z (Å)
C (0.059, 0.368, 0.589)
N (-1.174, -0.344, 0.407)
C (-1.883, -0.599, 1.524)
O (-3.078, -0.520, 1.803)
C (1.348, -0.444, 0.500)
C (1.760, -0.450, -1.003)
C (0.848, -0.935, -1.949)
O (1.440, 2.153, -1.581)
H (0.130, 1.204, -0.107)
H (-0.066, 0.951, 1.539)
H (1.561, 3.081, -1.364)
H (-1.065, -0.725, 2.297)
H (1.240, -1.412, 0.991)
H (2.212, -0.002, 1.002)
H (0.916, 0.313, -1.568)
H (2.778, -0.232, -1.306)
H (1.245, -1.187, -2.927)
H (-0.038, -1.380, -1.515)

=====

x | Density functional theory data (the ωB97M-V functional and the def2-TZVPD basis) for the ion C5H10NO2 with charge -1.

The charge is -1. The value obtained for the HOMO energy is -3.7 eV. As for the SMILES: CC[C@@H](C)NC(=O)[O-]. The value obtained for the HOMO-LUMO gap is 7.45 eV. For the LUMO energy, the calculation gives 3.77 eV.

Element x y z (Å)
C (0.844, -1.677, 0.613)
C (0.053, -0.362, 0.417)
C (-0.071, -0.088, -1.114)
C (-1.493, 0.234, -1.609)
N (0.942, 0.671, 0.955)
C (0.365, 1.862, 1.475)
O (1.082, 2.704, 2.063)
O (-0.874, 1.985, 1.255)
H (1.027, -1.938, 1.658)
H (1.820, -1.610, 0.130)
H (0.261, -2.481, 0.150)
H (-0.961, -0.365, 0.808)
H (0.424, -0.905, -1.661)
H (0.463, 0.825, -1.369)
H (-2.232, -0.221, -0.941)
H (-1.692, -0.259, -2.576)
H (-1.641, 1.290, -1.802)
H (1.685, 0.335, 1.547)

=====

If we sort the structures by their calculated energies, the order from most to least stable is x, w.

=====

w | Density functional theory data (the ωB97M-V functional and the def2-TZVPD basis) for the ion C9H12N with charge +1.

The charge is +1. The value obtained for the HOMO energy is -12.8 eV. The value obtained for the HOMO-LUMO gap is 8.98 eV. For the LUMO energy, the calculation gives -3.81 eV.

Element x y z (Å)
C (-0.857, -1.446, -2.659)
C (0.295, -2.085, -2.230)
C (-1.388, -0.362, -1.886)
C (0.976, -1.759, -1.040)
C (-0.768, -0.020, -0.706)
C (0.337, -0.792, -0.353)
C (-0.958, 1.082, 0.367)
C (0.274, 0.787, 1.202)
C (1.407, 1.697, 1.110)
N (0.070, 0.328, 2.573)
H (-1.566, -1.765, -3.402)
H (0.789, -2.801, -2.805)
H (-2.301, 0.103, -2.257)
H (1.793, -2.324, -0.818)
H (-1.098, 2.234, 0.073)
H (-1.855, 0.923, 1.065)
H (2.228, 1.135, 1.507)
H (1.160, 2.656, 1.463)
H (1.596, 1.735, -0.037)
H (0.620, -0.562, 2.892)
H (-0.948, 0.125, 2.708)
H (0.193, 1.112, 3.235)

=====

x | Density functional theory data (the ωB97M-V functional and the def2-TZVPD basis) for the ion C9H12N with charge +1.

The charge is +1. The value obtained for the HOMO energy (alpha / beta) is -13.0 / -13.0 eV. The value obtained for the HOMO-LUMO gap (alpha / beta) is 6.47 / 6.47 eV. For the LUMO energy (alpha / beta), the calculation gives -6.49 / -6.49 eV.

Element x y z (Å)
C (-0.349, -2.188, 2.469)
C (-0.358, -1.815, 1.311)
C (2.033, 0.206, -0.285)
C (2.204, -1.053, -0.363)
C (0.676, 0.855, 0.018)
C (0.650, 2.087, 0.471)
C (-0.456, 0.011, -0.294)
C (-1.787, 0.684, 0.382)
C (-0.598, 0.013, -1.839)
N (-0.357, -1.405, 0.039)
H (-0.451, -2.407, 3.518)
H (2.919, 0.830, -0.263)
H (2.593, -1.997, -0.149)
H (-0.303, 2.552, 0.366)
H (1.531, 2.560, 0.635)
H (-1.579, 0.842, 1.479)
H (-2.602, 0.172, 0.004)
H (-1.941, 1.647, -0.137)
H (-1.250, -0.688, -2.237)
H (0.378, -0.088, -2.385)
H (-0.898, 1.117, -2.017)
H (-0.055, -1.936, -0.724)

=====

If we sort the structures by their calculated energies, the order from most to least stable is w, x.

=====

w | Density functional theory data (the ωB97M-V functional and the def2-TZVPD basis) for a structure of composition C2H7N3S.

The charge is 0. The value obtained for the HOMO energy is -8.7 eV. The value obtained for the HOMO-LUMO gap is 8.81 eV. For the LUMO energy, the calculation gives 0.16 eV.

Element x y z (Å)
C (-2.459, -0.237, -0.209)
C (-0.315, -0.926, -0.008)
H (-3.209, 0.469, -0.846)
H (-2.695, -0.320, 1.028)
H (-2.787, -1.379, -0.377)
H (-0.920, 1.124, 1.432)
H (-0.244, 1.826, -0.071)
H (-0.760, -1.845, 0.411)
H (1.313, 1.554, -0.750)
N (-1.072, 0.092, -0.382)
N (-1.047, 1.276, 0.372)
N (0.964, -1.003, 0.344)
S (2.127, 0.188, -0.116)

=====

x | Density functional theory data (the ωB97M-V functional and the def2-TZVPD basis) for the molecule C2H7N3S.

The charge is 0. The value obtained for the HOMO energy is -8.9 eV. As for the SMILES: [H]/N=C(/N)N(C)S. The value obtained for the HOMO-LUMO gap is 9.51 eV. For the LUMO energy, the calculation gives 0.65 eV.

Element x y z (Å)
C (1.160, -1.587, -0.133)
C (0.084, 0.529, 0.913)
H (0.434, -2.243, 0.542)
H (2.183, -1.433, 0.177)
H (1.305, -2.122, -1.157)
H (-1.525, -0.999, -0.906)
H (-0.915, 1.911, -0.277)
H (-0.821, 1.983, 1.476)
H (1.591, 0.047, 2.257)
N (0.409, -0.254, -0.260)
N (-0.952, 1.370, 0.696)
N (0.755, 0.724, 2.104)
S (-0.700, -0.230, -1.536)

=====

If we sort the structures by their calculated energies, the order from most to least stable is x, w.

=====

w | Density functional theory data (the ωB97M-V functional and the def2-TZVPD basis) for a structure of composition C43H35ClMoN6O3S3.

The charge is 0. The value obtained for the HOMO energy (alpha / beta) is -7.0 / -6.9 eV. The value obtained for the HOMO-LUMO gap (alpha / beta) is 6.46 / 6.42 eV. For the LUMO energy (alpha / beta), the calculation gives -0.51 / -0.49 eV.

Element x y z (Å)
Mo (-0.419, -0.650, 0.333)
Cl (5.407, -4.298, 2.014)
C (4.284, -3.163, 1.313)
C (3.626, -3.482, 0.130)
C (2.717, -2.593, -0.414)
C (2.430, -1.377, 0.225)
O (1.536, -0.542, -0.262)
C (3.131, -1.052, 1.404)
C (2.935, 0.211, 2.117)
N (1.922, 0.977, 2.033)
C (1.974, 2.151, 2.819)
C (1.907, 2.100, 4.187)
C (1.923, 3.279, 4.964)
C (2.037, 4.500, 4.367)
C (2.154, 4.588, 2.959)
C (2.349, 5.819, 2.289)
C (2.495, 5.830, 0.935)
C (2.436, 4.600, 0.242)
N (2.251, 3.442, 0.816)
C (2.111, 3.416, 2.168)
C (4.064, -1.948, 1.928)
H (3.829, -4.427, -0.357)
H (2.181, -2.825, -1.326)
H (3.776, 0.493, 2.764)
H (1.820, 1.137, 4.671)
H (1.853, 3.201, 6.041)
H (2.063, 5.410, 4.955)
H (2.388, 6.736, 2.866)
H (2.644, 6.749, 0.386)
H (2.540, 4.592, -0.839)
H (4.608, -1.696, 2.831)
C (-4.497, -3.224, 0.453)
C (-3.480, -2.127, 0.598)
S (-1.825, -2.552, 0.482)
C (-3.785, -0.830, 0.836)
C (-5.173, -0.280, 0.984)
S (-2.447, 0.246, 0.982)
H (-4.012, -4.195, 0.368)
H (-5.102, -3.074, -0.444)
H (-5.176, -3.252, 1.308)
H (-5.873, -1.047, 1.318)
H (-5.543, 0.118, 0.035)
H (-5.193, 0.536, 1.706)
C (-1.704, -1.266, -8.803)
C (-2.321, -2.610, -9.096)
O (-3.174, -2.783, -9.919)
S (-1.621, -4.052, -8.233)
C (-1.372, -3.397, -6.601)
C (-2.468, -3.099, -5.795)
C (-2.280, -2.590, -4.523)
C (-0.991, -2.383, -4.013)
C (0.101, -2.703, -4.826)
C (-0.088, -3.200, -6.105)
C (-0.811, -1.865, -2.694)
C (-0.663, -1.418, -1.573)
H (-2.334, -0.487, -9.225)
H (-0.719, -1.241, -9.273)
H (-1.563, -1.112, -7.736)
H (-3.469, -3.268, -6.172)
H (-3.132, -2.352, -3.899)
H (1.103, -2.552, -4.444)
H (0.765, -3.433, -6.729)
N (-0.978, 4.836, 1.317)
C (-0.854, 4.928, -0.030)
O (-0.989, 5.983, -0.622)
C (-0.542, 3.664, -0.776)
C (-0.226, 3.756, -2.124)
C (0.079, 2.602, -2.819)
C (0.024, 1.384, -2.163)
N (-0.314, 1.286, -0.875)
C (-0.561, 2.409, -0.197)
H (-1.173, 5.684, 1.820)
H (-0.770, 4.003, 1.835)
H (-0.227, 4.732, -2.592)
H (0.345, 2.627, -3.867)
H (0.240, 0.451, -2.662)
H (-0.812, 2.268, 0.846)
N (1.139, -3.345, 3.484)
C (0.875, -2.942, 2.226)
N (0.293, -1.771, 2.186)
C (0.135, -1.377, 3.514)
C (-0.493, -0.263, 4.066)
C (-0.532, -0.171, 5.443)
C (0.043, -1.152, 6.264)
C (0.657, -2.268, 5.730)
C (0.676, -2.363, 4.343)
H (1.585, -4.211, 3.730)
H (1.128, -3.534, 1.362)
H (-0.940, 0.492, 3.434)
H (-1.016, 0.682, 5.902)
H (-0.006, -1.038, 7.339)
H (1.084, -3.037, 6.359)

=====

x | Density functional theory data (the ωB97M-V functional and the def2-TZVPD basis) for a structure of composition C43H35ClMoN6O3S3.

The charge is 0. The value obtained for the HOMO energy is -7.2 eV. The value obtained for the HOMO-LUMO gap is 6.78 eV. For the LUMO energy, the calculation gives -0.45 eV.

Element x y z (Å)
Mo (-0.254, 0.479, 0.858)
Cl (-3.239, -6.307, -0.281)
C (-2.523, -4.723, -0.366)
C (-3.338, -3.593, -0.342)
C (-2.769, -2.339, -0.399)
C (-1.373, -2.176, -0.466)
O (-0.859, -0.967, -0.466)
C (-0.559, -3.326, -0.520)
C (0.896, -3.285, -0.662)
N (1.624, -2.243, -0.650)
C (3.005, -2.440, -0.836)
C (3.813, -2.841, 0.197)
C (5.209, -2.956, 0.025)
C (5.785, -2.685, -1.182)
C (4.975, -2.296, -2.276)
C (5.507, -2.043, -3.564)
C (4.668, -1.701, -4.582)
C (3.283, -1.612, -4.312)
N (2.749, -1.827, -3.140)
C (3.579, -2.166, -2.115)
C (-1.156, -4.591, -0.473)
H (-4.412, -3.709, -0.277)
H (-3.375, -1.442, -0.363)
H (1.354, -4.271, -0.814)
H (3.367, -3.049, 1.161)
H (5.818, -3.266, 0.864)
H (6.854, -2.777, -1.324)
H (6.575, -2.135, -3.725)
H (5.035, -1.496, -5.578)
H (2.602, -1.335, -5.111)
H (-0.533, -5.476, -0.521)
C (0.363, 2.045, 5.312)
C (0.478, 1.835, 3.827)
S (-0.918, 1.217, 2.994)
C (1.545, 2.207, 3.104)
C (2.761, 2.895, 3.646)
S (1.447, 1.943, 1.382)
H (-0.566, 1.628, 5.694)
H (0.384, 3.107, 5.564)
H (1.190, 1.564, 5.838)
H (2.921, 2.638, 4.694)
H (2.665, 3.982, 3.583)
H (3.657, 2.616, 3.090)
C (-6.897, 5.353, -2.661)
C (-8.288, 5.286, -2.093)
O (-9.258, 5.725, -2.648)
S (-8.515, 4.486, -0.496)
C (-6.935, 3.719, -0.238)
C (-5.950, 4.360, 0.507)
C (-4.723, 3.757, 0.713)
C (-4.448, 2.498, 0.167)
C (-5.445, 1.857, -0.575)
C (-6.677, 2.456, -0.764)
C (-3.172, 1.890, 0.375)
C (-2.083, 1.378, 0.552)
H (-6.927, 5.978, -3.550)
H (-6.551, 4.352, -2.924)
H (-6.198, 5.750, -1.927)
H (-6.154, 5.337, 0.925)
H (-3.960, 4.253, 1.297)
H (-5.246, 0.879, -0.993)
H (-7.449, 1.948, -1.328)
N (4.255, 1.121, -2.443)
C (3.319, 1.473, -3.362)
O (3.614, 1.792, -4.499)
C (1.887, 1.482, -2.912)
C (0.901, 1.766, -3.846)
C (-0.419, 1.772, -3.439)
C (-0.719, 1.512, -2.113)
N (0.228, 1.261, -1.202)
C (1.499, 1.229, -1.609)
H (5.188, 0.991, -2.800)
H (4.008, 0.604, -1.617)
H (1.194, 1.974, -4.866)
H (-1.224, 1.976, -4.131)
H (-1.736, 1.501, -1.749)
H (2.224, 0.999, -0.841)
N (-0.327, -3.189, 3.191)
C (-0.828, -2.247, 2.367)
N (0.057, -1.338, 2.046)
C (1.230, -1.691, 2.722)
C (2.476, -1.072, 2.792)
C (3.448, -1.676, 3.565)
C (3.206, -2.874, 4.254)
C (1.975, -3.496, 4.199)
C (1.000, -2.873, 3.429)
H (-0.834, -3.989, 3.525)
H (-1.853, -2.250, 2.037)
H (2.672, -0.153, 2.260)
H (4.424, -1.215, 3.637)
H (3.998, -3.316, 4.844)
H (1.778, -4.415, 4.734)

=====

If we sort the structures by their calculated energies, the order from most to least stable is x, w.